Record 1
{"formula": "C4H6INO", "method": "ωB97M-V/def2-TZVPD", "species": ["C", "C", "C", "C", "N", "O", "I", "H", "H", "H", "H", "H", "H"], "positions_angstrom": [[-0.204, 1.589, -0.236], [-0.456, 2.637, 0.298], [1.087, -0.696, 0.652], [-0.804, -1.172, -0.798], [0.552, -0.752, -0.763], [0.586, 0.444, -1.305], [-0.894, 4.005, 1.724], [2.034, -0.143, 0.583], [0.412, -0.217, 1.263], [1.172, -1.808, 1.090], [-1.431, -0.300, -0.700], [-1.072, -1.675, -1.794], [-0.983, -1.912, -0.014]], "smiles": "CN(C)OC#CI", "e_above_lowest_kj_mol": 696.7, "orbital_gap_ev": 9.4, "e_lumo_ev": 0.08, "total_energy_ha": -583.45419, "e_homo_ev": -9.31}

=====

Record 2
{"formula": "C4H6IrO2", "method": "ωB97M-V/def2-TZVPD", "species": ["O", "C", "C", "O", "C", "C", "Ir", "H", "H", "H", "H", "H", "H"], "positions_angstrom": [[-0.627, -1.995, -0.753], [-0.809, -0.775, -1.394], [-0.041, 0.411, -0.817], [-0.611, 1.014, 0.352], [0.096, 0.913, 1.528], [1.084, 0.002, 1.674], [0.428, -1.889, 0.742], [-1.883, -0.496, -1.416], [-0.490, -0.848, -2.456], [-0.008, 1.202, -1.580], [0.092, 1.892, 2.024], [1.639, 0.166, 2.605], [1.131, 0.402, -0.510]], "charge": 1, "e_above_lowest_kj_mol": 0.0, "multiplicity": 5, "s_squared": 6.015, "orbital_gap_ev": [9.0, 6.5], "e_lumo_ev": [-5.01, -7.78], "total_energy_ha": -410.27505, "e_homo_ev": [-14.03, -14.23]}

=====

Record 3
{"formula": "C4H6KLiO2", "method": "ωB97M-V/def2-TZVPD", "species": ["O", "C", "C", "Li", "K", "H", "H", "C", "C", "O", "H", "H", "H", "H"], "positions_angstrom": [[1.453, 1.892, 4.081], [0.168, 1.992, 4.103], [-0.404, 2.423, 2.801], [1.641, 1.168, -0.580], [-0.222, -1.905, -0.417], [0.284, 3.081, 2.232], [-1.378, 2.923, 2.896], [0.537, 0.075, 1.804], [-0.625, 1.020, 1.842], [1.746, 0.752, 1.311], [0.765, -0.273, 2.825], [-1.550, 0.553, 2.232], [-0.851, 1.406, 0.836], [1.947, 1.513, 1.869]], "e_above_lowest_kj_mol": 0.0, "orbital_gap_ev": [6.0, 3.5], "e_lumo_ev": [-0.49, -0.53], "total_energy_ha": -913.76364, "e_homo_ev": [-6.51, -4.05]}

=====

Record 4
{"formula": "C4H6LaO5", "method": "ωB97M-V/def2-TZVPD", "species": ["O", "C", "O", "O", "H", "C", "C", "O", "C", "O", "La", "H", "H", "H", "H", "H"], "positions_angstrom": [[2.476, -1.820, 2.520], [1.999, -1.362, 1.399], [0.662, -1.029, 1.444], [2.682, -0.985, 0.485], [1.832, -2.072, 3.195], [0.844, 1.115, -1.787], [-0.269, 1.591, -1.210], [-1.313, 0.660, -0.964], [-2.561, 1.075, -0.820], [-3.132, -0.019, -0.323], [-1.627, -1.679, 0.325], [1.553, 1.848, -2.169], [0.937, 0.051, -2.012], [-0.650, 2.605, -1.319], [0.669, 0.020, 1.552], [-4.102, 0.001, -0.317]], "charge": 3, "orbital_gap_ev": 6.1, "e_lumo_ev": -15.16, "total_energy_ha": -562.47674, "e_homo_ev": -21.30}

=====

Record 5
{"formula": "C4H6LaO7", "method": "ωB97M-V/def2-TZVPD", "species": ["O", "C", "C", "O", "C", "O", "O", "H", "H", "H", "H", "H", "O", "C", "O", "O", "La", "H"], "positions_angstrom": [[-0.774, 1.094, 0.908], [-0.134, -0.104, 0.818], [1.254, 0.023, 0.185], [2.159, 0.267, 1.286], [1.638, -0.155, 2.387], [0.399, -0.403, 2.382], [2.445, -0.443, 3.335], [-1.676, 0.994, 1.238], [-0.758, -1.000, 0.793], [1.327, 0.888, -0.478], [1.577, -0.896, -0.310], [2.743, -1.367, 3.313], [-1.937, 1.615, -2.263], [-1.612, 0.424, -2.680], [-1.296, -0.546, -1.892], [-1.576, 0.196, -3.918], [-1.764, -2.206, -3.818], [-2.016, 1.620, -1.287]], "charge": 3, "orbital_gap_ev": 7.8, "e_lumo_ev": -13.88, "total_energy_ha": -713.17448, "e_homo_ev": -21.70}

=====

Record 6
{"formula": "C4H6LiNaO", "method": "ωB97M-V/def2-TZVPD", "species": ["C", "C", "H", "H", "H", "H", "Li", "O", "C", "C", "Na", "H", "H"], "positions_angstrom": [[-0.749, -1.333, 1.287], [-0.470, -0.105, 0.792], [-0.439, -1.619, 2.297], [-1.188, -2.114, 0.660], [-0.067, 0.711, 1.406], [-0.770, 0.158, -0.227], [-2.590, 0.106, 1.952], [1.472, 1.556, 2.793], [2.374, 1.253, 1.912], [2.403, 0.237, 1.027], [1.475, 3.101, 4.242], [3.083, 0.007, 0.207], [3.174, 2.012, 1.717]], "charge": 1, "e_above_lowest_kj_mol": 43.9, "multiplicity": 2, "s_squared": 0.763, "orbital_gap_ev": [5.6, 5.1], "e_lumo_ev": [-4.48, -4.52], "total_energy_ha": -400.73370, "e_homo_ev": [-10.09, -9.64]}